<a>
Below is a molecular structure, CH6N4S, with properties calculated with ωB97M-V/def2-TZVPD.

## Properties
Multiplicity: 1
Kohn-Sham gap (eV): 9.780
LUMO (eV): 0.53

Structure (XYZ):
```
12
CH6N4S, DFT ωB97M-V/def2-TZVPD
C -0.248 0.021 0.202
H 2.565 -0.584 -1.442
H 0.850 -1.908 -0.759
H -0.175 0.341 -1.837
H 0.408 -1.616 0.300
H -0.377 2.173 0.479
H -1.577 0.898 2.605
N 1.312 -0.956 -1.458
N 0.499 0.100 -1.095
N -0.133 -1.014 0.951
N -0.862 1.316 0.531
S -2.261 1.228 1.523
```



<b>
Below is 2 unconnected molecules or ions with the total composition CH6N4S, with properties calculated with ωB97M-V/def2-TZVPD.

## Properties
Multiplicity: 1
Kohn-Sham gap (eV): 9.388
LUMO (eV): 0.94
SMILES: [H]/N=C\N.[H]/N=N\S

Structure (XYZ):
```
12
CH6N4S, DFT ωB97M-V/def2-TZVPD
H -0.872 -1.739 0.946
N -0.527 -1.426 0.040
C -1.101 -0.390 -0.417
N -2.146 0.271 0.118
H -0.757 -0.029 -1.380
H -2.428 0.057 1.064
H -2.445 1.156 -0.259
H 3.069 1.912 -0.008
N 2.047 1.775 -0.049
N 1.580 0.657 -0.043
S 2.401 -0.809 0.018
H 1.178 -1.434 -0.030
```



<b> is preferred energetically. Next in line: 52.1 kcal/mol higher.



<a>
Below is a gas-phase ion, C2H3N2O2 (charge +1), with properties calculated with ωB97M-V/def2-TZVPD.

## Properties
Charge: +1
Multiplicity: 1
Kohn-Sham gap (eV): 11.118
LUMO (eV): -5.52
SMILES: NC(=O)[NH+]=C=O

Structure (XYZ):
```
9
C2H3N2O2, DFT ωB97M-V/def2-TZVPD
N 0.127 -0.598 0.570
C -0.466 0.490 1.090
O -0.605 0.914 2.178
N -0.817 1.590 -0.101
C -1.690 2.453 0.019
O -2.461 3.274 0.181
H 0.227 -0.567 -0.411
H 0.897 -1.193 1.111
H -0.305 1.641 -1.000
```



<b>
Below is 2 unconnected molecules or ions with the total composition C2H3N2O2, with properties calculated with ωB97M-V/def2-TZVPD.

## Properties
Charge: +1
Multiplicity: 1
Kohn-Sham gap (eV): 6.195
LUMO (eV): -8.86

Structure (XYZ):
```
9
C2H3N2O2, DFT ωB97M-V/def2-TZVPD
C 2.629 0.686 0.305
C 0.483 1.104 -0.964
N 3.469 -0.169 0.057
N 1.435 0.776 -0.413
O -1.152 -0.779 -0.196
O 4.129 -1.034 -0.210
H 2.797 1.296 1.109
H -1.411 -1.677 -0.355
H -1.542 -0.428 0.545
```



<a> is preferred energetically. Next in line: 143.6 kcal/mol higher.



<a>
Below is a single C3H7N3S molecule, with properties calculated with ωB97M-V/def2-TZVPD.

## Properties
Multiplicity: 1
Kohn-Sham gap (spin up / spin down) (eV): 8.596 / 8.596
LUMO (spin up / spin down) (eV): 0.80 / 0.80

Structure (XYZ):
```
14
C3H7N3S, DFT ωB97M-V/def2-TZVPD
C 0.015 1.843 -0.253
C -1.313 1.307 0.366
C 1.658 -1.319 0.105
N 0.956 1.016 -0.488
N -2.227 -0.869 -0.837
N 0.735 -0.259 -0.254
S -1.267 -0.509 0.327
H -0.012 2.819 -0.506
H -1.279 1.761 1.298
H -2.053 1.799 -0.284
H 1.869 -1.787 -0.778
H 2.490 -0.829 0.475
H 1.240 -2.081 0.702
H -2.486 -1.810 -1.075
```



<b>
Below is a single C3H7N3S molecule, with properties calculated with ωB97M-V/def2-TZVPD.

## Properties
Multiplicity: 1
Kohn-Sham gap (eV): 8.746
LUMO (eV): -0.30
SMILES: [H]/N=C(/C)N(N)C=S

Structure (XYZ):
```
14
C3H7N3S, DFT ωB97M-V/def2-TZVPD
H 1.995 -0.381 -1.163
N 1.726 -0.614 -0.257
C 0.547 -0.445 0.354
C 0.383 -0.395 1.757
N -0.454 -0.044 -0.500
N -0.046 0.102 -1.842
C -1.604 0.865 -0.281
S -2.508 1.058 0.980
H -0.735 -0.569 2.023
H 0.742 0.887 1.835
H 1.131 -0.888 2.293
H -0.415 -0.864 -2.197
H 1.150 0.186 -1.739
H -1.912 1.101 -1.263
```



<c>
Below is a molecular structure, C3H7N3S, with properties calculated with ωB97M-V/def2-TZVPD.

## Properties
Multiplicity: 1
Kohn-Sham gap (eV): 9.859
LUMO (eV): 0.70

Structure (XYZ):
```
14
C3H7N3S, DFT ωB97M-V/def2-TZVPD
C -0.189 0.320 -0.442
C 1.118 -0.544 -0.465
C 1.998 -0.508 0.851
H -2.939 0.877 -0.767
H -2.573 0.522 1.117
H -1.289 -1.046 -1.411
H 0.660 1.942 -0.020
H 1.085 -1.658 -0.749
H 1.378 0.099 1.505
H 2.317 -1.517 1.186
N -2.703 0.036 -0.059
N -1.363 -0.479 -0.410
N -0.235 1.505 0.171
S 2.736 0.451 -0.507
```



<c> is preferred energetically. Next in line: 4.8 kcal/mol higher.



<a>
Below is 2 unconnected molecules or ions with the total composition C3H7N3S, with properties calculated with ωB97M-V/def2-TZVPD.

## Properties
Multiplicity: 1
Kohn-Sham gap (eV): 7.159
LUMO (eV): -0.92

Structure (XYZ):
```
14
C3H7N3S, DFT ωB97M-V/def2-TZVPD
C 0.175 1.308 -0.080
C 1.458 0.568 0.581
C -0.572 -1.788 0.159
H -0.323 2.148 0.495
H 0.449 1.924 -0.883
H 1.242 0.610 1.813
H 2.457 1.110 0.394
H -1.012 -2.732 0.550
H -2.649 -1.090 -0.859
H -1.645 1.013 -1.054
N 0.694 -2.020 -0.030
N -1.440 -0.622 0.177
N -0.750 0.380 -0.746
S 1.916 -0.809 -0.516
```



<b>
Below is 2 unconnected molecules or ions with the total composition C3H7N3S, with properties calculated with ωB97M-V/def2-TZVPD.

## Properties
Multiplicity: 1
Kohn-Sham gap (eV): 9.436
LUMO (eV): 0.99

Structure (XYZ):
```
14
C3H7N3S, DFT ωB97M-V/def2-TZVPD
C -2.759 -1.142 -0.179
C 0.071 1.694 -0.934
C 2.626 -0.719 0.732
N -2.427 -0.064 0.336
N -2.213 0.931 0.813
N 0.930 0.814 -0.680
S 1.621 0.787 0.841
H -1.973 -1.834 -0.423
H -3.753 -1.403 -0.318
H -0.355 1.644 -1.960
H -0.062 2.630 -0.392
H 2.334 -1.280 -0.185
H 2.313 -1.497 1.553
H 3.647 -0.561 0.796
```



<b> is preferred energetically. Next in line: 74.5 kcal/mol higher.



<a>
Below is a single C3H4BrF molecule, with properties calculated with ωB97M-V/def2-TZVPD.

## Properties
Multiplicity: 1
Kohn-Sham gap (eV): 10.848
LUMO (eV): 0.53
SMILES: C=C(F)CBr

Structure (XYZ):
```
9
C3H4BrF, DFT ωB97M-V/def2-TZVPD
C -1.233 -0.906 -0.913
C -0.473 0.051 -0.535
F -1.025 0.839 0.498
C 0.828 0.567 -1.004
Br 2.372 0.156 0.142
H -2.027 -1.220 -0.378
H -0.987 -1.380 -1.804
H 0.913 0.003 -1.886
H 0.757 1.624 -1.100
```



<b>
Below is 2 unconnected molecules or ions with the total composition C3H4BrF, with properties calculated with ωB97M-V/def2-TZVPD.

## Properties
Multiplicity: 1
Kohn-Sham gap (eV): 10.357
LUMO (eV): 0.68
SMILES: BrC1=CC1.F

Structure (XYZ):
```
9
C3H4BrF, DFT ωB97M-V/def2-TZVPD
Br 1.684 0.457 -1.676
C 0.513 0.396 -0.304
C -0.308 -0.164 0.523
C 0.239 1.062 1.060
H -0.865 -1.131 0.631
H -0.489 1.846 1.236
H 0.921 0.783 1.833
F -1.045 -1.977 -1.888
H -0.651 -1.271 -1.414
```



<a> is preferred energetically. Next in line: 46.3 kcal/mol higher.



<a>
Below is a single C5H8N2O2 molecule, with properties calculated with ωB97M-V/def2-TZVPD.

## Properties
Multiplicity: 1
Kohn-Sham gap (spin up / spin down) (eV): 7.612 / 7.609
LUMO (spin up / spin down) (eV): -0.41 / -0.41
SMILES: [H]/N=C\C(=O)/C(O)=C(\C)N

Structure (XYZ):
```
17
C5H8N2O2, DFT ωB97M-V/def2-TZVPD
H 0.174 -2.409 -0.308
N 1.133 -2.261 0.033
C 1.212 -1.193 0.728
C -0.087 -0.599 1.690
O -0.011 -0.815 2.873
C -0.895 0.131 0.797
O -2.260 0.314 0.988
C -0.274 0.402 -0.443
C 0.928 1.303 -0.616
N -1.020 0.228 -1.579
H 2.181 -0.883 1.141
H -2.449 1.233 0.738
H 1.474 1.434 0.317
H 0.599 2.287 -0.969
H 1.613 0.900 -1.367
H -1.737 -0.488 -1.551
H -0.582 0.418 -2.473
```



<b>
Below is a single C5H8N2O2 molecule, with properties calculated with ωB97M-V/def2-TZVPD.

## Properties
Multiplicity: 1
Kohn-Sham gap (eV): 9.639
LUMO (eV): 0.62
SMILES: C[C@@]1(O)N=CCC(=O)N1

Structure (XYZ):
```
17
C5H8N2O2, DFT ωB97M-V/def2-TZVPD
C -0.633 -1.691 0.875
C -0.903 -0.429 -0.053
O -2.202 -0.345 -0.401
N -0.479 0.931 1.034
C 0.647 1.388 0.892
C 1.669 0.937 -0.184
C 0.881 0.663 -1.441
O 1.177 1.210 -2.516
N -0.166 -0.188 -1.316
H -1.333 -1.401 1.747
H 0.380 -1.817 1.379
H -1.010 -2.641 0.442
H -2.765 -0.595 0.409
H 1.046 2.272 1.321
H 2.383 1.772 -0.446
H 2.110 0.171 0.308
H -0.804 -0.236 -2.053
```



<b> is preferred energetically. Next in line: 35.8 kcal/mol higher.